[1]
{
  "formula": "C29H48ClO10S3",
  "method": "ωB97M-V/def2-TZVPD",
  "elements": ["C", "C", "C", "O", "C", "O", "C", "S", "C", "C", "O", "S", "O", "O", "C", "Cl", "C", "C", "C", "O", "C", "C", "O", "C", "C", "C", "C", "C", "C", "C", "C", "C", "C", "C", "C", "C", "C", "O", "C", "O", "C", "S", "H", "H", "H", "H", "H", "H", "H", "H", "H", "H", "H", "H", "H", "H", "H", "H", "H", "H", "H", "H", "H", "H", "H", "H", "H", "H", "H", "H", "H", "H", "H", "H", "H", "H", "H", "H", "H", "H", "H", "H", "H", "H", "H", "H", "H", "O", "H", "H", "H"],
  "coordinates": [[-0.15, 4.46, 0.89], [0.46, 5.46, -0.09], [-0.59, 6.37, -0.77], [-1.95, 6.16, -0.35], [-2.38, 6.97, 0.64], [-1.91, 8.03, 0.89], [-3.61, 6.49, 1.38], [-3.80, 4.72, 1.62], [-4.25, 4.11, -0.04], [-5.53, 4.78, -0.49], [-5.64, 4.78, -1.96], [-5.27, 3.32, -2.54], [-6.18, 2.93, -3.56], [-3.91, 3.44, -3.04], [-5.26, 2.11, -1.16], [-4.68, 0.64, -1.92], [-4.47, 2.60, 0.09], [-3.18, 1.84, 0.34], [-3.41, 0.45, 1.00], [-2.63, -0.53, 0.37], [-1.64, -1.11, 1.21], [-0.89, -2.17, 0.43], [-0.95, -3.42, 1.11], [0.24, -4.13, 1.02], [1.25, -3.92, 1.95], [2.46, -4.60, 1.87], [2.70, -5.53, 0.84], [4.06, -6.23, 0.77], [4.18, -7.06, 2.10], [5.18, -5.19, 0.80], [4.19, -7.24, -0.39], [4.63, -6.73, -1.78], [3.91, -5.48, -2.28], [6.17, -6.57, -1.88], [4.25, -7.86, -2.79], [1.65, -5.75, -0.06], [0.43, -5.07, 0.01], [1.53, 6.23, 0.46], [1.25, 7.05, 1.52], [1.02, 8.20, 1.34], [1.33, 6.49, 2.91], [-0.25, 6.77, 3.78], [-0.84, 3.85, 0.32], [-0.64, 4.93, 1.73], [0.67, 3.83, 1.23], [0.92, 4.86, -0.86], [-0.29, 7.41, -0.71], [-0.57, 6.10, -1.82], [-3.60, 7.00, 2.34], [-4.45, 6.91, 0.83], [-3.43, 4.34, -0.71], [-5.61, 5.81, -0.18], [-6.41, 4.26, -0.11], [-6.31, 1.95, -0.93], [-5.13, 2.47, 0.95], [-2.59, 2.42, 1.04], [-2.60, 1.68, -0.56], [-4.47, 0.21, 0.94], [-3.16, 0.53, 2.06], [-2.06, -1.55, 2.12], [-0.96, -0.31, 1.53], [0.15, -1.86, 0.32], [-1.31, -2.23, -0.57], [1.06, -3.21, 2.74], [3.20, -4.39, 2.62], [3.35, -6.89, 2.77], [4.24, -8.12, 1.89], [5.12, -6.81, 2.59], [5.10, -4.43, 0.03], [6.15, -5.66, 0.74], [5.15, -4.67, 1.76], [4.90, -8.00, -0.08], [3.24, -7.76, -0.49], [2.96, -5.76, -2.73], [3.74, -4.72, -1.53], [4.49, -5.02, -3.09], [6.40, -5.53, -2.09], [6.67, -6.81, -0.94], [6.58, -7.15, -2.70], [3.31, -8.33, -2.50], [4.16, -7.46, -3.79], [5.01, -8.64, -2.76], [1.77, -6.47, -0.85], [-0.34, -5.28, -0.72], [1.47, 5.42, 2.87], [2.13, 6.95, 3.46], [-0.25, 5.69, 4.57], [-3.70, 6.30, -3.63], [-3.17, 5.51, -3.88], [-4.44, 6.04, -3.04], [-4.02, 6.79, -4.42]],
  "lowdin_charge": [-0.0235, -0.2924, -0.0754, -0.0415, -0.5532, 0.1502, -0.3458, 1.0165, -0.5510, -0.1644, -0.2491, 0.6081, -0.2341, -0.3058, -0.6375, 0.8155, -0.3705, -0.1703, -0.2267, -0.1560, -0.1642, -0.1574, -0.0658, -0.2900, -0.0009, -0.0227, -0.1715, -0.4488, -0.0173, -0.0436, -0.1263, -0.5411, -0.0587, -0.0437, -0.0606, -0.0232, 0.0181, 0.0189, -0.5641, 0.1622, -0.4157, 0.7685, 0.0744, 0.0420, 0.1000, 0.1479, 0.1302, 0.1242, 0.0994, 0.0821, 0.1027, 0.1078, 0.1427, 0.1055, 0.1419, 0.0826, 0.1158, 0.1161, 0.1263, 0.1334, 0.1264, 0.1274, 0.1326, 0.1178, 0.1110, 0.0780, 0.0750, 0.0801, 0.0819, 0.0808, 0.0737, 0.1200, 0.1052, 0.0767, 0.0654, 0.0839, 0.0752, 0.0660, 0.0740, 0.0756, 0.0827, 0.0785, 0.0980, 0.1178, 0.0693, 0.0896, -0.1321, 0.3226, 0.1789, 0.1486, 0.1993],
  "e_tot_ev": -96344.6560,
  "multiplicity": 1,
  "charge": 1,
  "homo_ha": -0.3706,
  "max_force_ev_per_a": 2.900,
  "gap_ev": 5.950
}


[2]
{
  "formula": "C29H48O18",
  "method": "ωB97M-V/def2-TZVPD",
  "elements": ["C", "C", "C", "O", "C", "O", "O", "H", "H", "H", "H", "H", "H", "C", "C", "C", "O", "C", "O", "O", "H", "H", "H", "H", "H", "H", "C", "C", "C", "O", "C", "O", "O", "H", "H", "H", "H", "H", "H", "C", "C", "C", "O", "C", "O", "O", "H", "H", "H", "H", "H", "H", "C", "C", "C", "O", "C", "O", "O", "H", "H", "H", "H", "H", "H", "C", "C", "O", "C", "H", "H", "H", "H", "H", "H", "C", "C", "O", "C", "H", "H", "H", "H", "H", "H", "C", "C", "O", "C", "H", "H", "H", "H", "H", "H"],
  "coordinates": [[-1.61, -2.73, 2.06], [-1.45, -3.66, 0.85], [-1.08, -5.13, 1.14], [-2.07, -5.94, 0.54], [-3.08, -5.19, 0.13], [-4.13, -5.58, -0.28], [-2.76, -3.95, 0.33], [-0.62, -2.52, 2.46], [-2.23, -3.10, 2.87], [-2.16, -1.81, 1.89], [-0.71, -3.33, 0.13], [-0.96, -5.20, 2.22], [-0.08, -5.31, 0.75], [0.29, 4.64, 3.72], [-0.81, 4.00, 2.90], [-2.01, 4.89, 2.85], [-2.30, 5.12, 1.53], [-1.36, 4.59, 0.78], [-1.31, 4.62, -0.46], [-0.42, 4.14, 1.52], [1.27, 4.18, 3.61], [-0.10, 4.56, 4.73], [0.39, 5.71, 3.53], [-0.94, 2.98, 3.27], [-1.71, 5.71, 3.51], [-2.88, 4.55, 3.40], [0.87, -0.08, 4.40], [1.95, -0.26, 3.31], [3.23, -0.96, 3.79], [3.52, -1.92, 2.79], [2.48, -2.00, 1.96], [2.38, -2.77, 1.00], [1.52, -1.16, 2.34], [1.39, 0.60, 5.08], [0.53, -0.99, 4.89], [-0.03, 0.36, 3.96], [2.13, 0.72, 2.87], [3.10, -1.33, 4.80], [3.98, -0.16, 3.79], [4.85, -0.75, -1.88], [3.85, -1.89, -1.69], [3.12, -2.53, -2.92], [3.21, -3.89, -2.70], [4.08, -4.14, -1.66], [4.42, -5.25, -1.24], [4.53, -3.04, -1.21], [4.49, 0.17, -2.33], [5.68, -1.11, -2.49], [5.31, -0.41, -0.96], [3.15, -1.54, -0.93], [3.52, -2.18, -3.87], [2.09, -2.15, -2.92], [-3.60, 0.29, -0.29], [-4.84, -0.33, -0.96], [-4.92, -1.88, -0.87], [-6.17, -2.14, -0.37], [-6.67, -1.09, 0.18], [-7.64, -1.08, 0.94], [-5.97, -0.03, -0.16], [-3.19, -0.37, 0.48], [-3.90, 1.19, 0.25], [-2.83, 0.38, -1.06], [-4.80, -0.02, -2.00], [-4.14, -2.35, -0.28], [-4.84, -2.27, -1.88], [3.27, 3.91, 0.72], [4.19, 4.14, -0.48], [5.34, 4.61, -0.43], [3.62, 3.66, -1.78], [3.01, 2.87, 0.91], [2.34, 4.47, 0.64], [3.73, 4.29, 1.63], [2.55, 3.86, -1.91], [3.77, 2.59, -1.82], [4.21, 4.03, -2.62], [0.24, -0.85, -1.09], [0.92, 0.52, -0.89], [1.89, 0.84, -1.53], [0.26, 1.50, 0.07], [0.70, -1.53, -0.38], [0.57, -1.27, -2.04], [-0.85, -0.83, -1.01], [0.72, 2.49, 0.05], [0.22, 1.09, 1.08], [-0.72, 1.74, -0.34], [-3.36, -0.14, -5.39], [-2.11, -0.06, -4.47], [-2.19, -0.33, -3.31], [-0.83, 0.21, -5.14], [-3.74, -1.15, -5.51], [-3.06, 0.27, -6.35], [-4.19, 0.38, -4.90], [-0.02, -0.21, -4.55], [-0.69, 1.29, -5.19], [-0.81, -0.27, -6.12]],
  "lowdin_charge": [-0.0033, -0.2553, -0.0916, 0.1090, -0.6174, 0.1721, 0.0631, 0.0696, 0.0935, 0.0658, 0.1346, 0.1311, 0.1360, -0.0244, -0.2779, -0.1373, 0.1324, -0.5956, 0.1176, 0.0763, 0.0845, 0.0958, 0.0971, 0.1497, 0.1285, 0.1450, -0.0073, -0.3268, -0.0775, 0.1137, -0.5228, 0.1284, 0.0557, 0.0910, 0.0922, 0.0725, 0.1420, 0.1382, 0.1381, -0.0132, -0.2744, -0.1049, 0.0763, -0.5600, 0.1190, 0.1054, 0.0691, 0.0877, 0.0850, 0.1083, 0.1341, 0.1008, -0.0079, -0.2599, -0.0950, 0.1242, -0.6048, 0.1092, 0.1041, 0.0584, 0.0891, 0.0481, 0.1388, 0.1138, 0.1404, -0.0283, -0.4465, 0.0378, -0.0283, 0.0700, 0.0756, 0.0758, 0.0858, 0.0622, 0.0852, 0.0008, -0.4312, 0.0586, -0.0004, 0.0556, 0.0604, 0.0631, 0.0585, 0.0769, 0.0830, -0.0055, -0.4917, 0.0627, -0.0167, 0.0857, 0.0711, 0.0777, 0.0794, 0.1042, 0.0905],
  "smiles": "C[C@H]1COC(=O)O1.C[C@H]1COC(=O)O1.C[C@H]1COC(=O)O1.C[C@H]1COC(=O)O1.C[C@H]1COC(=O)O1.CC(C)=O.CC(C)=O.CC(C)=O",
  "e_tot_ev": -67704.9731,
  "multiplicity": 1,
  "homo_ha": -0.3630,
  "max_force_ev_per_a": 5.192,
  "gap_ev": 9.547
}


[3]
{
  "formula": "C29H49AsN2OP2SY",
  "method": "ωB97M-V/def2-TZVPD",
  "elements": ["Y", "C", "C", "C", "P", "C", "C", "C", "C", "C", "C", "C", "C", "C", "C", "N", "C", "C", "C", "C", "C", "C", "C", "C", "C", "H", "H", "H", "H", "H", "H", "H", "H", "H", "H", "H", "H", "H", "H", "H", "H", "H", "H", "H", "H", "H", "H", "H", "H", "H", "H", "H", "H", "H", "H", "H", "C", "P", "C", "C", "H", "H", "H", "H", "H", "H", "H", "H", "H", "S", "C", "N", "C", "As", "C", "C", "O", "H", "H", "H", "H", "H", "H", "H", "H", "H"],
  "coordinates": [[-0.63, -0.61, 0.44], [2.84, -0.01, 2.44], [3.48, -0.55, 1.16], [4.84, 0.12, 0.96], [2.22, -0.40, -0.19], [2.68, -1.56, -1.57], [4.00, -1.33, -2.29], [1.51, -1.53, -2.57], [2.28, 1.28, -0.87], [3.43, 1.89, -1.39], [3.42, 3.18, -1.88], [4.67, 3.83, -2.41], [2.20, 3.87, -1.85], [1.05, 3.29, -1.36], [1.05, 1.97, -0.87], [-0.09, 1.35, -0.40], [-1.29, 2.09, -0.26], [-1.56, 2.77, 0.94], [-0.52, 2.84, 2.02], [-2.78, 3.43, 1.08], [-3.72, 3.46, 0.07], [-5.04, 4.17, 0.25], [-3.43, 2.80, -1.12], [-2.24, 2.11, -1.30], [-1.94, 1.41, -2.60], [3.53, -0.07, 3.28], [1.93, -0.56, 2.72], [2.57, 1.04, 2.32], [3.64, -1.63, 1.27], [4.74, 1.21, 0.92], [5.35, -0.21, 0.06], [5.49, -0.12, 1.81], [2.71, -2.54, -1.08], [4.00, -0.36, -2.79], [4.14, -2.10, -3.05], [4.86, -1.38, -1.62], [1.36, -0.51, -2.93], [0.59, -1.89, -2.12], [1.73, -2.16, -3.43], [4.36, 1.34, -1.40], [5.47, 3.11, -2.52], [5.01, 4.62, -1.74], [4.49, 4.29, -3.39], [2.16, 4.89, -2.23], [0.12, 3.85, -1.36], [-0.25, 1.85, 2.40], [-0.89, 3.43, 2.87], [0.39, 3.31, 1.65], [-2.98, 3.96, 2.01], [-4.93, 5.03, 0.91], [-5.78, 3.50, 0.70], [-5.44, 4.51, -0.70], [-4.14, 2.85, -1.94], [-2.72, 1.61, -3.33], [-1.88, 0.33, -2.47], [-0.98, 1.74, -3.01], [-4.65, -0.56, -1.27], [-3.58, -1.05, 0.12], [-4.07, -2.80, 0.36], [-4.37, -0.21, 1.54], [-5.68, -0.84, -1.06], [-4.33, -1.05, -2.19], [-4.59, 0.52, -1.40], [-5.15, -2.88, 0.44], [-3.63, -3.17, 1.28], [-3.71, -3.40, -0.47], [-5.44, -0.43, 1.58], [-4.22, 0.86, 1.43], [-3.89, -0.53, 2.47], [-0.50, -1.67, 5.25], [-0.70, -1.08, 3.78], [-0.84, -0.71, 2.66], [1.33, -3.64, 2.39], [0.14, -4.13, 0.98], [-1.33, -5.09, 1.74], [1.05, -5.28, -0.24], [-0.43, -2.79, 0.15], [1.78, -4.54, 2.82], [0.77, -3.11, 3.17], [2.10, -3.00, 1.98], [-0.95, -5.99, 2.24], [-2.02, -5.36, 0.95], [-1.82, -4.45, 2.47], [1.39, -6.18, 0.27], [1.90, -4.74, -0.65], [0.37, -5.54, -1.04]],
  "lowdin_charge": [1.2509, -0.1236, -0.5395, -0.1048, 1.0483, -0.5407, -0.0980, -0.1231, -0.2879, -0.0638, -0.2747, -0.0477, -0.0255, -0.0123, -0.3196, -0.1674, -0.3076, -0.2044, -0.0257, -0.0079, -0.2697, -0.0393, -0.0309, -0.2379, -0.0340, 0.0882, 0.0321, 0.0827, 0.0905, 0.0802, 0.0564, 0.0860, 0.0823, 0.0750, 0.0837, 0.0632, 0.0811, 0.0395, 0.0850, 0.0910, 0.0751, 0.0839, 0.0813, 0.1208, 0.1188, 0.0461, 0.0844, 0.0873, 0.1232, 0.0822, 0.0832, 0.0809, 0.1212, 0.0852, 0.0599, 0.0828, -0.2616, 0.7644, -0.2791, -0.2562, 0.0540, 0.0490, 0.0183, 0.0520, 0.0245, 0.0433, 0.0545, 0.0309, 0.0372, 0.6294, -0.9956, -0.0959, -0.1719, 1.0206, -0.1854, -0.1797, -0.6541, 0.0599, -0.0097, 0.0214, 0.0542, 0.0467, 0.0441, 0.0527, 0.0329, 0.0530],
  "e_tot_ev": -127190.6962,
  "multiplicity": 1,
  "charge": 1,
  "homo_ha": -0.3549,
  "max_force_ev_per_a": 0.275,
  "gap_ev": 7.542
}


[4]
{
  "formula": "C29H49BFI2N3O5P",
  "method": "ωB97M-V/def2-TZVPD",
  "elements": ["C", "C", "C", "N", "C", "O", "C", "C", "C", "C", "C", "C", "C", "N", "P", "O", "C", "C", "C", "C", "B", "O", "O", "C", "C", "C", "C", "C", "O", "I", "C", "F", "C", "C", "N", "I", "H", "H", "H", "H", "H", "H", "H", "H", "H", "H", "H", "H", "H", "H", "H", "H", "H", "H", "H", "H", "H", "H", "H", "H", "H", "H", "H", "H", "H", "H", "H", "H", "H", "H", "H", "C", "C", "C", "C", "C", "C", "H", "H", "H", "H", "H", "H", "H", "H", "H", "H", "H", "H", "H", "H"],
  "coordinates": [[-0.27, 0.03, -1.98], [-1.28, -0.18, -1.14], [-1.11, -0.13, 0.37], [-0.36, 1.08, 0.77], [-0.98, 2.37, 0.35], [-2.36, 2.23, 0.40], [-3.05, 2.89, -0.62], [-2.79, 2.77, -1.96], [-3.54, 3.44, -2.91], [-4.59, 4.23, -2.51], [-4.85, 4.36, -1.16], [-4.09, 3.70, -0.23], [0.74, 1.03, 1.44], [1.34, -0.15, 1.95], [0.27, -0.86, 3.13], [-0.98, -0.11, 3.29], [2.73, 0.23, 2.33], [3.46, 0.04, 0.94], [3.59, -1.46, 0.55], [3.55, -1.52, -1.01], [3.62, -0.77, 3.24], [5.00, -0.60, 3.14], [3.17, -1.77, 4.07], [3.45, -3.13, 3.65], [2.16, -3.92, 3.41], [2.58, 1.72, 2.78], [1.96, 1.90, 4.21], [0.78, 2.88, 4.31], [0.68, 3.95, 3.79], [-0.87, 2.26, 5.61], [3.88, 2.55, 2.79], [4.75, 2.03, 3.75], [3.71, 4.03, 3.20], [5.03, 4.77, 2.79], [1.53, 2.11, 1.78], [2.16, 3.28, 0.17], [0.78, 0.04, -1.68], [-0.47, 0.21, -3.04], [-2.25, -0.45, -1.57], [-2.05, -0.22, 0.91], [-0.53, -1.03, 0.63], [-0.70, 3.09, 1.14], [-0.58, 2.76, -0.59], [-1.98, 2.15, -2.33], [-3.28, 3.32, -3.95], [-5.22, 4.76, -3.23], [-5.70, 4.98, -0.88], [-4.37, 3.82, 0.82], [0.87, -0.99, 4.40], [-0.03, -2.15, 2.64], [4.44, 0.53, 0.94], [2.90, 0.50, 0.12], [4.56, -1.88, 0.81], [2.72, -2.05, 0.88], [2.74, -0.91, -1.43], [3.49, -2.54, -1.39], [4.48, -1.06, -1.37], [5.40, -1.39, 2.74], [4.17, -3.21, 2.83], [3.93, -3.61, 4.51], [1.83, -3.90, 2.36], [2.32, -4.96, 3.72], [1.36, -3.55, 4.05], [1.63, 0.96, 4.66], [2.71, 2.27, 4.93], [4.45, 2.46, 1.86], [3.65, 4.12, 4.29], [2.90, 4.53, 2.68], [4.89, 5.16, 1.77], [5.33, 5.52, 3.51], [5.83, 4.02, 2.71], [-4.04, -0.94, -4.17], [-4.92, -2.06, -4.70], [-4.84, -3.34, -3.87], [-3.45, -3.99, -3.83], [-2.87, -4.36, -5.19], [-3.70, -5.39, -5.94], [-2.98, -1.21, -4.19], [-4.16, -0.04, -4.78], [-4.31, -0.68, -3.14], [-4.67, -2.26, -5.75], [-5.96, -1.72, -4.70], [-5.57, -4.06, -4.25], [-5.15, -3.11, -2.84], [-3.52, -4.89, -3.21], [-2.75, -3.33, -3.31], [-1.87, -4.76, -5.04], [-2.75, -3.46, -5.81], [-3.80, -6.31, -5.36], [-3.23, -5.64, -6.89], [-4.70, -5.02, -6.17]],
  "lowdin_charge": [0.0288, -0.1268, -0.1160, 0.0466, -0.1851, -0.0135, -0.2571, -0.0359, -0.0750, -0.0788, -0.0742, -0.0065, -0.3870, -0.0482, 0.7578, -0.4340, -0.2252, -0.1379, -0.2076, -0.0745, -0.6041, 0.1678, 0.0393, -0.2030, -0.0681, -0.3170, -0.1004, -0.7799, -0.0017, 0.8764, -0.3350, 0.0217, -0.1986, -0.0665, -0.2852, 1.2426, 0.0479, 0.0746, 0.1044, 0.1338, 0.1066, 0.1294, 0.0798, 0.0959, 0.1137, 0.1122, 0.1156, 0.1299, 0.0549, 0.0383, 0.1277, 0.0523, 0.1081, 0.1067, 0.0484, 0.0821, 0.0883, 0.1122, 0.1134, 0.1308, 0.0679, 0.0871, 0.0658, 0.0661, 0.1391, 0.1152, 0.1213, 0.0584, 0.0698, 0.0805, 0.0755, -0.1202, -0.2636, -0.2268, -0.2327, -0.2722, -0.1084, 0.0578, 0.0694, 0.0680, 0.1015, 0.1077, 0.1033, 0.1086, 0.1095, 0.0910, 0.1030, 0.0974, 0.0765, 0.0712, 0.0667],
  "e_tot_ev": -74453.5072,
  "multiplicity": 1,
  "charge": 1,
  "homo_ha": -0.4202,
  "max_force_ev_per_a": 2.211,
  "gap_ev": 7.066
}